Version 1
Below is a cluster of 15 separate species, C30H90O15 in total, with properties calculated with wB97M-V/def2-TZVPD.

Element x y z (Å)
C (-0.2566, -0.0682, -0.1059)
C (1.0045, -0.9200, -0.0656)
O (1.6294, -0.7254, 1.1943)
H (-0.8837, -0.3326, 0.7455)
H (-0.8128, -0.1332, -1.0410)
H (-0.0182, 0.9826, 0.0592)
H (1.6653, -0.6354, -0.8843)
H (0.7738, -1.9731, -0.2271)
H (2.5280, -1.0462, 1.0889)
C (3.4003, -0.9647, 4.5138)
C (4.8977, -0.6209, 4.6383)
O (5.3969, -1.2036, 5.8522)
H (3.2147, -2.0388, 4.5160)
H (3.1303, -0.5286, 3.5520)
H (2.7180, -0.4930, 5.2210)
H (5.1696, 0.4347, 4.6386)
H (5.5037, -0.9801, 3.8065)
H (6.2826, -0.8546, 5.9763)
C (3.9015, 1.1695, -2.5617)
C (4.5238, -0.1119, -3.0752)
O (4.2161, -0.1585, -4.4504)
H (2.8159, 1.0891, -2.6161)
H (4.1648, 2.0179, -3.1934)
H (4.2009, 1.4124, -1.5422)
H (4.2411, -1.0178, -2.5389)
H (5.5959, -0.1217, -2.8788)
H (4.3141, -1.0686, -4.7395)
C (1.1145, 3.0744, -0.9733)
C (1.7786, 4.4446, -0.9279)
O (0.8232, 5.4720, -1.0932)
H (0.7116, 2.8953, -1.9702)
H (0.2329, 3.0928, -0.3326)
H (1.7375, 2.2152, -0.7245)
H (2.5264, 4.5489, -1.7140)
H (2.2689, 4.5676, 0.0379)
H (1.1855, 6.2003, -0.5833)
C (3.0843, 2.4274, 2.6589)
C (2.9988, 2.6439, 4.1551)
O (4.3241, 2.9025, 4.6437)
H (3.7466, 3.0860, 2.0970)
H (2.1037, 2.5165, 2.1915)
H (3.3608, 1.4081, 2.3894)
H (2.5369, 1.7632, 4.6012)
H (2.3379, 3.4850, 4.3650)
H (4.2910, 3.0503, 5.5917)
C (-0.5248, 4.6699, 2.8587)
C (-0.8804, 3.1995, 2.8618)
O (-0.3520, 2.5231, 3.9918)
H (-0.9736, 5.2792, 2.0741)
H (0.5487, 4.8028, 2.7244)
H (-0.8071, 5.1517, 3.7948)
H (-0.3715, 2.7592, 2.0043)
H (-1.9554, 3.0226, 2.8255)
H (-0.2168, 1.6235, 3.6852)
C (-2.5624, -3.5675, 1.2113)
C (-1.6042, -4.6754, 0.8180)
O (-1.6912, -4.7637, -0.5600)
H (-2.4960, -3.4535, 2.2933)
H (-3.6059, -3.8141, 1.0157)
H (-2.2971, -2.5597, 0.8918)
H (-1.9470, -5.6256, 1.2275)
H (-0.5956, -4.4982, 1.1915)
H (-2.5668, -4.9552, -0.9037)
C (-4.0795, 0.6339, 1.8620)
C (-4.6743, -0.5038, 2.5812)
O (-6.0725, -0.5558, 2.2905)
H (-4.6850, 1.5260, 2.0221)
H (-4.0534, 0.3920, 0.7995)
H (-3.0594, 0.6658, 2.2446)
H (-4.5329, -0.4731, 3.6616)
H (-4.2118, -1.3785, 2.1239)
H (-6.4395, 0.3305, 2.3257)
C (-2.9718, 3.0152, -0.5307)
C (-2.6283, 4.1990, -1.4349)
O (-1.9288, 5.1155, -0.6130)
H (-2.2337, 2.6663, 0.1915)
H (-3.1657, 2.0910, -1.0751)
H (-3.8551, 3.3208, 0.0301)
H (-3.5404, 4.6434, -1.8331)
H (-1.9651, 3.8979, -2.2459)
H (-1.0301, 5.0662, -0.9471)
C (-5.3343, -1.9385, -1.1317)
C (-4.5064, -1.1378, -2.0823)
O (-5.0667, 0.2160, -2.0704)
H (-6.3823, -2.0920, -1.3893)
H (-5.3190, -1.3643, -0.2054)
H (-4.9750, -2.9262, -0.8430)
H (-4.3803, -1.5988, -3.0620)
H (-3.5066, -1.0150, -1.6657)
H (-4.4738, 0.7642, -2.5895)
C (0.5853, -5.6087, -3.2833)
C (0.8922, -4.2001, -2.7785)
O (-0.3546, -3.6045, -2.4938)
H (-0.0306, -5.5070, -4.1769)
H (-0.0780, -6.1585, -2.6156)
H (1.4808, -6.2014, -3.4701)
H (1.5268, -3.6709, -3.4893)
H (1.4565, -4.2798, -1.8493)
H (-0.7326, -4.0361, -1.7242)
C (0.8469, -0.3636, -4.0262)
C (-0.2830, -1.0368, -4.7928)
O (-1.3550, -1.3553, -3.9748)
H (0.4794, 0.4953, -3.4646)
H (1.6545, -0.0943, -4.7069)
H (1.2509, -1.0848, -3.3158)
H (0.0101, -2.0126, -5.1802)
H (-0.6256, -0.3494, -5.5662)
H (-1.1383, -2.1973, -3.5679)
C (-1.6825, -0.4820, 4.7032)
C (-0.8805, -0.9903, 3.5112)
O (-0.0467, 0.0705, 3.0689)
H (-2.1684, 0.4648, 4.4676)
H (-0.9864, -0.3334, 5.5288)
H (-2.3940, -1.2725, 4.9418)
H (-1.5984, -1.2191, 2.7236)
H (-0.3313, -1.9019, 3.7468)
H (0.4723, -0.1951, 2.3062)
C (-3.5448, 1.1757, -5.3022)
C (-2.5167, 1.8819, -4.4851)
O (-2.5042, 1.1342, -3.2825)
H (-4.5700, 1.2936, -4.9514)
H (-3.4544, 0.0898, -5.3307)
H (-3.5401, 1.5361, -6.3309)
H (-2.8026, 2.9007, -4.2235)
H (-1.5872, 1.8674, -5.0543)
H (-2.1571, 0.2472, -3.4023)
C (3.7871, -3.4736, -0.1965)
C (4.9879, -2.5552, 0.2144)
O (4.4127, -1.3235, 0.5639)
H (3.1478, -3.6915, 0.6591)
H (4.2503, -4.4104, -0.5064)
H (3.2463, -3.0485, -1.0420)
H (5.7560, -2.3987, -0.5430)
H (5.5090, -2.9452, 1.0888)
H (5.0998, -0.7372, 0.8891)

The orbital gap is 9.46 eV. The LUMO energy comes out at 0.1607 eV. The total charge is 0.

=====

Version 2
Below is a cluster of 15 separate species, C30H90O15 in total, with properties calculated with wB97M-V/def2-TZVPD.

Element x y z (Å)
O (-2.6506, -3.0651, 2.1217)
H (-2.0130, -2.3954, 2.4076)
H (-2.4467, -3.8425, 2.6485)
O (2.5502, -1.2934, -3.8581)
H (2.3209, -1.9189, -3.1573)
H (2.3225, -1.7543, -4.6866)
O (-4.3645, -2.6398, -0.2129)
H (-3.6936, -2.5271, 0.4749)
H (-3.8997, -2.4249, -1.0386)
O (1.5738, 1.3123, -3.1853)
H (2.1116, 0.5220, -3.3427)
H (0.7481, 0.9585, -2.8435)
O (1.4067, -3.2028, -1.8003)
H (0.8744, -3.7921, -1.2491)
H (2.3058, -3.3007, -1.4568)
C (-4.1381, 1.5538, 2.2818)
C (-4.4783, 1.4693, 3.7699)
C (-5.9948, 1.1806, 3.9489)
O (-3.8515, 0.2497, 4.2247)
H (-4.6247, 2.4254, 1.8346)
H (-4.2863, 0.6458, 1.7003)
H (-3.0699, 1.7782, 2.1892)
H (-4.1956, 2.3781, 4.2921)
H (-6.3393, 0.3292, 3.3599)
H (-6.6038, 2.0474, 3.6860)
H (-6.1842, 0.9172, 4.9907)
H (-4.3031, -0.5024, 3.8301)
C (3.4092, 0.6654, 2.4761)
C (3.4127, 0.3320, 3.9607)
C (4.6630, -0.4711, 4.3368)
O (3.3353, 1.4726, 4.7867)
H (4.3005, 1.2306, 2.1693)
H (2.6086, 1.3853, 2.2985)
H (3.5067, -0.1611, 1.7742)
H (2.5277, -0.2992, 4.0768)
H (5.5535, 0.1538, 4.2363)
H (4.8543, -1.3386, 3.7035)
H (4.5798, -0.8030, 5.3748)
H (3.9259, 1.3744, 5.5364)
C (-0.1697, 1.1337, 3.8540)
C (-0.0932, -0.3734, 4.1002)
C (0.0653, -0.7175, 5.5861)
O (-1.3286, -0.9132, 3.6723)
H (0.7628, 1.6907, 3.9665)
H (-0.8995, 1.6003, 4.5200)
H (-0.5188, 1.2986, 2.8338)
H (0.7171, -0.8337, 3.5372)
H (-0.6274, -0.2085, 6.2584)
H (1.0411, -0.3705, 5.9463)
H (0.0174, -1.7927, 5.7571)
H (-2.1092, -0.4723, 4.0402)
C (-0.1931, 6.3656, 2.3008)
C (-0.0790, 4.8530, 2.4689)
C (-1.1602, 4.1129, 1.6895)
O (1.1671, 4.4170, 1.9120)
H (-1.2061, 6.7594, 2.3850)
H (0.1257, 6.6534, 1.2958)
H (0.4758, 6.8163, 3.0344)
H (-0.1050, 4.5351, 3.5103)
H (-0.9263, 3.0484, 1.7254)
H (-1.2640, 4.3852, 0.6377)
H (-2.1494, 4.2320, 2.1441)
H (1.2970, 4.8935, 1.0866)
C (3.0793, -5.1878, 2.8462)
C (3.1171, -4.3216, 1.5725)
C (2.3386, -3.0492, 1.8320)
O (4.4695, -4.0355, 1.2930)
H (2.0489, -5.5283, 2.9740)
H (3.4599, -4.7568, 3.7721)
H (3.6761, -6.0946, 2.7067)
H (2.7261, -4.8665, 0.7104)
H (2.7118, -2.3820, 2.6067)
H (1.2839, -3.2756, 2.0062)
H (2.3718, -2.4866, 0.8923)
H (5.0579, -4.1644, 2.0372)
C (-4.8115, -1.8829, -3.5680)
C (-3.3326, -1.6480, -3.6795)
C (-3.0173, -0.1604, -3.7979)
O (-2.6938, -2.1089, -2.4751)
H (-5.0344, -2.9492, -3.4793)
H (-5.3106, -1.6511, -4.5133)
H (-5.3145, -1.3335, -2.7749)
H (-2.8260, -2.1724, -4.4947)
H (-3.4935, 0.2534, -4.6941)
H (-1.9825, 0.1819, -3.7847)
H (-3.5128, 0.3819, -2.9863)
H (-1.7634, -1.8420, -2.4822)
C (-3.8747, 3.5156, -1.0688)
C (-3.3687, 3.6371, -2.5091)
C (-4.0488, 4.7435, -3.3232)
O (-1.9802, 3.9391, -2.4964)
H (-4.8399, 3.0239, -0.9362)
H (-3.9239, 4.5404, -0.6926)
H (-3.1970, 2.9295, -0.4464)
H (-3.4858, 2.7115, -3.0733)
H (-5.1392, 4.7398, -3.2921)
H (-3.6743, 4.6873, -4.3463)
H (-3.7529, 5.7551, -3.0247)
H (-1.8295, 4.8459, -2.2165)
C (1.5707, -4.9460, -5.1253)
C (1.1305, -3.8815, -6.0925)
C (-0.1579, -3.2164, -5.5724)
O (2.1473, -2.8807, -6.1742)
H (1.6392, -4.6034, -4.0900)
H (2.4791, -5.4759, -5.4152)
H (0.8486, -5.7574, -4.9825)
H (1.0347, -4.3411, -7.0797)
H (-1.0451, -3.7657, -5.8900)
H (-0.2331, -2.1837, -5.9224)
H (-0.1747, -3.1189, -4.4852)
H (1.8639, -2.2724, -6.8659)
C (0.8415, 0.1331, 0.2184)
C (-0.4064, -0.4787, -0.4253)
C (-1.5447, 0.5157, -0.5056)
O (-0.1097, -0.9633, -1.7370)
H (1.0206, 1.1482, -0.1433)
H (1.7606, -0.4089, -0.0109)
H (0.7169, 0.1682, 1.3011)
H (-0.7150, -1.2961, 0.2379)
H (-1.5724, 1.1045, 0.4169)
H (-2.5161, 0.0285, -0.6027)
H (-1.4814, 1.2776, -1.2866)
H (0.3962, -1.7924, -1.6046)
C (4.6744, 0.4808, -1.3716)
C (5.0559, 1.2643, -2.6384)
C (6.3802, 1.9828, -2.4970)
O (5.1179, 0.3737, -3.7381)
H (3.7600, -0.1158, -1.3929)
H (4.5125, 1.1605, -0.5282)
H (5.4799, -0.1899, -1.0598)
H (4.2694, 1.9989, -2.8381)
H (6.3451, 2.7231, -1.6950)
H (6.5476, 2.5643, -3.4045)
H (7.2088, 1.3089, -2.2819)
H (4.4281, -0.2960, -3.7332)

The orbital gap is 9.30 eV. The LUMO energy comes out at 0.0217 eV. The total charge is 0.

=====

Relative energies with respect to the most stable structure, expressed in kJ/mol: version 1 370.9; version 2 0.0.